74
Properties=species:S:1:pos:R:3:forces:R:3:lowdin_spin:R:1 method="wB97M-V/def2-TZVPD" spin_multiplicity=2 orbital_gap_ha="0.1793 / 0.1029" total_charge=+3
Tc 0.3277 1.5363 -0.2078 -0.976 -0.823 0.091 1.010
Cl -1.0674 3.5525 -0.1113 -0.065 -0.156 -0.020 0.012
Cl -2.7568 4.4652 2.1065 0.114 -0.017 -0.090 0.003
Cl 4.0584 3.6727 -3.3229 0.012 -0.187 0.069 -0.015
Cl 1.7069 -0.4380 -0.6850 0.069 0.114 -0.135 -0.009
S -1.2540 -3.0050 -0.0429 0.056 -0.137 0.131 0.292
S 1.5820 2.5856 -1.6953 0.956 -0.461 -0.064 -0.285
O -0.8312 0.4625 1.1641 0.685 0.461 -0.845 0.064
O -0.7473 1.9154 2.8694 0.141 -0.097 -0.154 0.008
N 2.4325 2.3348 2.0668 -0.236 -0.120 -0.241 0.014
N -3.2350 0.3248 -2.2417 0.198 0.104 0.110 0.000
N -2.7427 -4.9638 -1.0450 -0.703 -0.761 -0.498 0.021
N -2.4678 0.4420 -3.3300 0.070 0.030 -0.014 0.000
N -1.2420 0.8678 -1.6273 0.063 0.023 0.278 -0.007
N -2.5050 0.5810 -1.2249 -0.025 -0.002 -0.042 0.000
N -0.9902 -5.6317 0.3304 0.122 -0.026 0.069 0.010
N -3.2698 -0.3958 1.6980 0.050 0.027 0.095 0.000
C -4.5754 -1.7080 -4.2682 0.008 0.018 0.005 0.000
C -1.2423 0.7786 -2.9402 -0.070 -0.115 -0.158 -0.002
C -1.1465 4.5165 1.4558 -0.068 0.098 0.136 0.000
C 2.9957 1.5655 -1.9963 -0.814 0.701 0.056 -0.028
C -3.3551 -1.1952 -5.0272 0.013 -0.064 -0.026 0.000
C 5.2120 1.2799 -2.9338 -0.063 0.193 -0.043 0.009
C -4.1951 -6.5593 -2.1440 -0.035 0.024 -0.061 -0.001
C 5.2623 -0.0143 -2.4478 0.185 0.129 -0.131 -0.057
C 3.0947 0.2597 -1.5428 -0.125 -0.940 0.471 -0.031
C -1.2739 -6.9438 0.2234 -0.531 -0.159 -0.420 0.002
C 1.6472 2.0533 1.2752 0.188 0.141 0.345 -0.009
C -2.1513 -2.1166 -4.8529 -0.025 -0.038 0.070 0.000
C -2.7434 -0.1276 4.0473 0.022 0.057 0.044 0.001
C 4.0879 2.0662 -2.7130 0.481 0.502 -0.433 -0.045
C -1.2940 1.0377 2.2371 -0.223 0.361 0.492 0.006
C -2.9875 0.2508 -4.7045 0.050 0.007 0.054 0.000
C -3.0605 -6.2688 -1.2322 0.223 0.566 0.210 -0.001
C -4.1665 -1.2947 2.5002 -0.020 -0.012 -0.058 0.000
C -2.6762 0.5891 2.6787 -0.092 -0.279 -0.142 0.001
C -0.4163 -7.9159 0.9523 0.019 -0.011 0.005 0.000
C 4.1941 -0.5474 -1.7417 -0.553 0.077 0.224 -0.004
C -3.3398 -1.5118 3.7554 0.036 -0.071 -0.034 0.000
C -2.3505 -7.2773 -0.5865 0.412 -0.166 0.326 0.013
C -1.7312 -4.6640 -0.2859 0.574 0.964 0.358 0.029
H 6.0438 1.6958 -3.4848 -0.004 0.015 -0.006 0.001
H -3.6136 -1.1615 -6.0896 0.027 0.032 -0.009 0.000
H -3.8259 0.9351 -4.8221 -0.047 -0.041 0.049 0.000
H -5.4180 -1.0208 -4.3433 -0.011 0.014 -0.014 0.000
H -5.0850 -0.7458 2.7026 -0.009 0.013 0.002 0.000
H -0.8877 5.5261 1.1605 0.013 0.017 -0.015 0.000
H 6.1425 -0.6183 -2.6199 0.020 -0.005 -0.011 -0.003
H -5.0410 -5.9192 -1.8943 0.012 -0.014 -0.007 0.000
H -0.3804 -7.6749 2.0164 0.000 -0.006 -0.017 0.000
H -1.7598 -0.1824 4.5072 -0.002 -0.007 0.015 0.000
H -4.3548 -1.8636 -3.2113 0.008 -0.009 0.018 0.000
H 3.0817 2.5740 2.7941 0.048 0.027 0.082 0.000
H -2.1780 0.5800 -5.3555 -0.023 0.056 -0.013 0.000
H -1.2605 -1.7265 -5.3492 0.018 0.008 -0.033 0.000
H -2.5024 -0.9422 1.2898 0.006 -0.104 -0.125 0.000
H -3.3012 1.4800 2.6671 -0.027 0.024 0.013 0.000
H -0.4405 4.0521 2.1304 0.007 -0.045 0.023 0.000
H -2.3589 -3.0959 -5.2828 -0.006 0.010 0.031 0.000
H -4.8902 -2.6639 -4.6873 0.018 0.011 0.018 0.000
H -0.7989 -8.9257 0.8355 0.007 0.006 0.003 0.000
H -3.9455 -1.8877 4.5762 0.004 0.016 0.003 0.000
H -3.3855 0.4361 4.7200 0.011 0.023 -0.005 0.000
H -1.9256 -2.2679 -3.7916 0.013 -0.002 -0.023 0.000
H -3.8966 -6.3141 -3.1666 -0.014 -0.006 0.025 0.000
H -4.3967 -2.1862 1.9214 0.050 0.008 0.008 0.000
H -2.5524 -2.2447 3.5606 -0.040 0.034 -0.019 0.000
H 4.2220 -1.5587 -1.3617 -0.039 -0.005 0.006 0.000
H -0.1919 -5.3354 0.8830 -0.119 0.023 -0.054 0.002
H -0.4077 0.9537 -3.5983 -0.038 -0.024 -0.026 -0.003
H -2.6228 -8.3152 -0.7124 0.017 0.015 0.011 0.001
H -3.7193 0.0682 0.9067 0.000 -0.030 0.029 0.000
H 0.6033 -7.8840 0.5614 -0.019 -0.005 0.013 0.000
H -4.4933 -7.6032 -2.1071 -0.004 -0.003 0.000 0.000

66
Properties=species:S:1:pos:R:3:forces:R:3:nbo_charge:R:1 method="wB97M-V/def2-TZVPD" orbital_gap_ha=0.3001 total_charge=0 smiles="CCCCCCCCn1c(N2CCN(c3cccc(Cl)c3)CC2)nc2c1c(=O)[nH]c(=O)n2C"
Cl -5.6113 1.2395 -0.3065 -0.163 0.127 0.069 0.003
O -0.6661 2.5390 -2.0445 0.166 0.071 -0.267 -0.639
O -3.5620 4.7179 0.6817 -0.201 0.318 0.009 -0.634
N -2.1176 3.5583 -0.6182 0.037 0.309 -0.316 -0.636
N -1.2253 -1.7244 1.5203 0.224 -0.235 0.152 -0.423
N -2.2668 0.3409 1.7030 -0.201 0.402 0.264 -0.586
N -0.8961 0.1361 -0.0536 -0.405 -0.086 0.322 -0.345
N -2.7707 -3.0157 -0.0614 -0.066 -0.381 0.053 -0.445
N -3.0005 2.6073 1.3208 -0.029 0.043 0.059 -0.436
C 1.5332 -0.0050 -0.4413 -0.110 -0.127 -0.369 -0.414
C -2.3361 -2.2949 2.2672 -0.130 0.053 0.222 -0.245
C 4.4139 1.1772 -0.6845 0.255 -0.191 -0.088 -0.395
C -4.5284 0.0921 -1.0184 0.162 -0.127 -0.262 0.003
C 7.8850 1.0395 1.0866 -0.214 -0.119 0.072 -0.599
C -1.4036 -3.4671 -0.2171 0.086 -0.072 -0.088 -0.233
C 0.1269 -0.2399 -0.9997 0.611 -0.159 -0.132 -0.217
C -3.2175 -1.9189 -0.7919 -0.309 0.216 -0.373 0.275
C -1.4381 1.4187 -0.0814 -0.530 0.351 0.580 -0.139
C -3.2377 -0.6525 -2.8585 0.003 0.034 0.084 -0.161
C 2.5965 -0.4400 -1.4461 0.055 -0.033 0.339 -0.379
C -2.8195 -1.7425 -2.1236 0.103 -0.097 -0.011 -0.299
C -1.3219 2.4817 -1.0191 -0.084 -0.226 0.257 0.651
C -4.1152 -0.9873 -0.2606 -0.038 -0.146 0.013 -0.339
C -3.1782 -3.1929 1.3165 -0.057 -0.033 -0.013 -0.240
C -0.4954 -2.7657 0.8370 0.097 -0.038 -0.107 -0.232
C 6.4139 0.7269 0.8407 0.186 0.146 -0.234 -0.395
C -2.2770 1.4970 1.0162 0.957 -0.535 -0.875 0.453
C 4.0216 -0.2815 -0.9161 -0.188 0.207 -0.143 -0.395
C 5.9137 1.3640 -0.4542 -0.274 -0.038 0.274 -0.386
C -3.8528 2.6279 2.4875 -0.182 0.066 0.223 -0.415
C -1.4343 -0.4644 1.0410 0.116 0.616 -0.050 0.595
C -2.9439 3.6968 0.4805 0.032 -0.024 0.034 0.795
C -4.0883 0.2931 -2.3139 -0.098 0.081 0.036 -0.285
H -1.3818 -4.5518 -0.0687 0.065 0.070 -0.061 0.202
H 8.4956 0.6665 0.2671 0.116 -0.018 -0.068 0.200
H 2.4810 0.1478 -2.3585 -0.010 -0.018 -0.120 0.204
H -1.0499 -3.2629 -1.2244 -0.004 -0.045 0.058 0.210
H -2.1023 4.3649 -1.2321 -0.009 -0.141 0.135 0.429
H 3.8727 1.5744 0.1760 -0.072 0.102 0.006 0.196
H -3.0155 -4.2485 1.5562 -0.075 0.066 0.004 0.201
H -4.2433 -2.9937 1.4167 0.014 -0.052 0.053 0.220
H -1.9284 -2.8829 3.0936 -0.049 0.025 -0.011 0.198
H 4.1214 -0.8447 0.0139 0.059 -0.102 0.013 0.194
H -2.1858 -2.4697 -2.6066 0.047 -0.075 -0.007 0.210
H 6.4649 0.9433 -1.2988 0.062 0.034 -0.075 0.192
H -0.0075 -1.2748 -1.3174 -0.035 0.032 0.011 0.193
H 8.0394 2.1135 1.1652 0.068 0.109 0.009 0.201
H 8.2277 0.5753 2.0086 0.123 -0.008 0.069 0.207
H -4.2481 3.6364 2.5909 0.042 -0.115 0.015 0.247
H -2.9171 -1.4679 2.6693 0.029 -0.211 0.052 0.257
H 5.8193 1.1000 1.6779 -0.085 -0.057 0.037 0.193
H 6.1296 2.4347 -0.4218 0.085 0.029 -0.047 0.200
H -4.6715 1.9190 2.3623 0.000 0.020 0.038 0.210
H 6.2827 -0.3555 0.7938 -0.079 -0.041 0.069 0.193
H 1.6394 1.0588 -0.2279 -0.036 0.049 0.097 0.218
H 2.4329 -1.4902 -1.7055 -0.050 -0.024 -0.084 0.192
H -3.2713 2.3498 3.3655 -0.040 0.023 0.014 0.210
H -4.4055 1.1538 -2.8787 -0.062 0.101 -0.032 0.232
H -0.1976 -3.4836 1.6083 0.053 0.075 -0.092 0.205
H 4.7097 -0.7176 -1.6444 0.089 -0.061 0.032 0.200
H 1.6641 -0.5488 0.4990 -0.004 0.014 0.068 0.192
H -4.4755 -1.0629 0.7507 0.003 -0.003 0.111 0.232
H 0.4113 -2.3703 0.3886 0.043 -0.046 0.016 0.215
H -0.0161 0.4020 -1.8724 -0.025 -0.172 0.068 0.261
H -2.8953 -0.5363 -3.8752 0.031 0.003 -0.106 0.219
H 4.1205 1.7606 -1.5602 -0.104 0.062 -0.005 0.203

82
Properties=species:S:1:pos:R:3:forces:R:3:mulliken_charge:R:1 method="wB97M-V/def2-TZVPD" orbital_gap_ha=0.2840 total_charge=0
Co 0.4868 -0.4785 -1.1154 0.199 -0.593 1.466 -0.475
S -2.2175 2.8020 -3.9884 -0.112 -0.072 0.120 1.008
S -2.1216 1.4178 -1.5990 -0.278 0.136 -0.075 0.947
P 0.0997 1.3611 1.9535 0.521 -0.412 0.383 -2.041
F 0.2752 3.3430 -3.1437 0.018 0.030 0.078 -0.257
F 0.1563 1.8581 -4.7140 0.063 -0.033 0.054 -0.249
F -3.6684 -0.5879 -0.9597 -0.053 -0.006 -0.037 -0.214
F -0.1586 3.9398 -5.1729 0.019 -0.005 -0.004 -0.262
F -4.5142 0.7070 -2.4646 -0.009 0.017 -0.032 -0.239
F -2.9557 -0.7046 -2.9936 0.017 -0.040 -0.024 -0.214
O -2.3646 1.6493 -0.2103 0.099 -0.039 0.253 -0.728
O -0.9275 -1.6702 -0.7327 -0.487 0.229 -0.146 0.407
O -2.5579 1.5716 -4.6399 0.054 0.046 -0.052 -0.616
O -0.0211 -2.1766 -3.1952 -0.027 -0.045 -0.057 -0.169
O 0.3452 0.5261 0.7422 -0.080 0.366 -0.175 0.706
O -2.7581 4.0409 -4.4394 -0.011 0.031 0.038 -0.668
O 1.3741 -0.4752 -3.6595 0.014 -0.094 -0.071 -0.642
O -0.8498 0.7974 -1.9838 0.740 -0.036 0.005 -0.147
N 0.2253 2.9725 1.6224 -0.554 -0.103 -0.066 0.962
N -2.4045 2.7249 -2.3988 0.176 -0.207 -0.137 -0.655
N 2.3460 0.2557 -1.1441 -0.495 0.673 -0.308 0.580
N -1.2409 0.9411 2.8224 -0.126 0.092 -0.436 0.585
N 1.3187 1.0461 3.0625 -0.063 0.038 -0.052 0.962
N 1.4044 -1.7746 -0.0094 -0.147 0.440 -1.005 1.675
N 0.6623 -2.8008 0.4582 -0.039 -0.132 0.061 -1.519
C -2.2232 -5.7249 1.4112 -0.011 -0.001 0.009 -0.820
C -1.5522 -3.7321 0.2480 -0.035 -0.009 0.020 0.265
C 2.7408 1.3338 -1.8118 0.068 -0.015 -0.033 -0.031
C -1.5118 -0.4991 2.8306 0.016 -0.007 0.120 -1.101
C 3.3147 -2.3299 1.4085 -0.015 -0.012 -0.056 -1.941
C 4.0229 1.8439 -1.6822 0.072 -0.050 0.056 -0.876
C 0.1206 3.5102 0.2737 0.011 0.002 -0.051 -0.574
C 3.1952 -0.3816 -0.3241 0.015 -0.076 -0.079 -0.081
C 4.9200 1.1781 -0.8620 -0.055 0.055 -0.057 -0.710
C -3.6580 -4.7688 -0.2683 -0.017 -0.005 0.020 -0.969
C -0.3695 2.9878 -4.2661 -0.141 0.048 -0.092 0.634
C -2.4524 1.7423 2.9421 0.105 0.022 -0.005 -1.007
C -0.0837 -2.5387 -4.5891 0.019 0.013 0.037 -0.931
C 4.5054 0.0463 -0.1785 -0.013 -0.080 0.062 -0.588
C -1.2974 -4.7176 1.1986 0.005 0.024 0.000 -0.365
C 2.6085 -1.5389 0.3625 -0.021 -0.173 0.023 2.019
C -3.3951 0.1199 -2.0583 0.046 0.076 0.107 0.488
C -0.5643 -2.6680 -0.0283 0.242 0.189 0.051 -0.018
C 2.6681 1.3462 2.6179 -0.045 0.010 -0.057 -1.010
C 0.0298 3.9645 2.6672 0.253 -0.035 0.015 -1.338
C 0.7047 -1.1063 -2.8863 0.171 -0.191 0.229 1.214
C 1.1756 1.1004 4.5040 -0.033 -0.042 0.032 -1.122
C -2.7367 -3.7560 -0.4820 0.025 -0.003 0.008 -0.203
C -3.4015 -5.7533 0.6759 0.005 0.002 0.001 -0.389
H 2.0143 1.7763 -2.4787 -0.035 0.005 0.038 0.306
H -0.5773 -1.0596 2.8312 -0.010 -0.027 -0.017 0.307
H 0.1386 0.9392 4.7854 0.009 0.006 0.007 0.297
H 0.3056 2.7236 -0.4496 0.011 -0.041 -0.060 -0.361
H -4.1196 -6.5468 0.8384 -0.009 0.006 0.008 0.393
H 0.5934 -3.3729 -4.7651 0.012 0.013 -0.022 0.291
H 0.8798 4.2876 0.1502 -0.011 0.001 -0.020 0.411
H 5.1787 -0.4993 0.4669 0.014 0.032 0.015 0.429
H 2.7905 -3.2701 1.5562 0.012 -0.005 0.021 0.437
H 3.3160 -1.7815 2.3542 0.007 0.000 -0.001 0.205
H 1.7865 0.3196 4.9663 -0.002 0.000 -0.006 0.323
H -2.0995 -0.7944 1.9557 0.010 0.004 -0.002 0.182
H 2.7135 1.3307 1.5302 0.026 0.020 0.050 0.085
H -2.0275 -6.4912 2.1499 0.003 -0.002 0.001 0.401
H 0.1288 3.5083 3.6519 -0.034 0.020 0.009 0.330
H 0.7884 4.7460 2.5722 0.006 -0.004 0.033 0.312
H 2.9962 2.3366 2.9594 -0.007 -0.005 0.009 0.332
H -2.8197 1.6804 3.9706 -0.019 0.025 -0.030 0.290
H -0.9519 4.4413 2.5949 0.002 0.008 0.011 0.422
H -3.2278 1.3871 2.2649 -0.043 -0.038 -0.096 0.276
H -1.1099 -2.8399 -4.7796 0.005 -0.023 0.010 0.257
H 3.3715 0.6040 3.0075 0.003 0.004 -0.013 0.333
H -0.8630 3.9392 0.0741 -0.045 0.005 -0.005 0.279
H 5.9354 1.5366 -0.7581 0.004 -0.006 0.016 0.425
H 4.3068 2.7350 -2.2225 -0.007 -0.016 -0.035 0.523
H 1.5101 2.0635 4.9123 -0.010 0.002 -0.003 0.325
H -2.2583 2.7822 2.7033 0.008 0.034 -0.014 0.299
H 4.3486 -2.5294 1.1275 0.001 0.002 -0.005 0.477
H -2.0674 -0.7489 3.7371 0.000 -0.017 -0.003 0.427
H -0.3740 -4.6811 1.7598 0.008 -0.018 -0.008 0.448
H -4.5781 -4.7909 -0.8374 0.006 0.002 -0.013 0.422
H -2.9124 -2.9828 -1.2160 -0.010 -0.007 -0.009 0.446
H 0.1899 -1.6926 -5.2131 -0.012 -0.004 -0.005 0.387

64
Properties=species:S:1:pos:R:3:forces:R:3:nbo_charge:R:1 method="wB97M-V/def2-TZVPD" spin_multiplicity=4 orbital_gap_ha="0.2195 / 0.2199" total_charge=+3
I -2.4141 -0.3233 5.8180 0.097 -0.077 0.042 0.355
Ge 1.7820 1.9804 0.9178 -1.723 -1.244 -1.608 1.540
Cr -0.8753 -1.7296 0.2477 0.014 -1.762 -3.138 1.377
N -1.8861 -3.4801 -0.2165 -0.358 0.060 1.562 -0.518
N -1.5889 -1.1843 -1.5516 -0.828 0.517 -0.802 -0.550
N 0.1632 -1.8634 2.8355 0.121 0.109 0.426 -0.301
N -0.7331 -1.2369 2.0235 0.508 0.632 2.589 -0.472
C -4.0866 -4.1673 -3.1550 0.520 0.185 0.379 -0.133
C 6.2877 3.7015 -0.7215 -0.996 0.713 -1.369 -0.611
C -1.6752 -0.6625 2.8339 1.333 -0.581 0.964 -0.014
C -3.5439 -5.5530 -1.0731 0.094 0.964 -1.050 -0.030
C -2.4917 -2.1290 -2.0205 0.686 2.356 -2.022 0.138
C -3.2549 -1.8820 -3.1890 -0.165 0.306 1.164 -0.058
C 0.0332 2.5291 0.1757 0.016 0.244 0.907 -0.838
C 1.1394 4.3643 2.6703 -1.807 1.291 -1.309 -0.583
C -2.9704 -5.5590 0.1901 -0.775 -1.683 -0.663 -0.251
C -2.5863 -3.3457 -1.3769 -0.235 -2.312 0.534 0.212
C 1.0577 -2.3616 -0.2208 -0.036 0.370 0.161 -0.927
C 3.0186 1.4566 -0.4935 2.190 -0.429 1.531 -0.811
C -2.1356 -4.5395 0.5978 0.439 1.333 -0.068 0.103
C -1.5487 0.0307 -2.1489 -0.287 -0.574 0.272 0.104
C -3.2780 -0.5732 -3.7155 0.281 -0.078 -0.014 -0.036
C -3.3905 -4.3921 -1.9101 0.158 0.254 0.881 -0.070
C -0.1719 -1.7352 4.1271 -0.686 0.440 -0.590 0.045
C -0.3435 4.1170 2.2840 -0.495 0.069 0.184 -0.419
C -1.3441 -0.9549 4.1773 -0.203 0.085 -0.809 -0.297
C -2.4288 0.3858 -3.1840 -0.064 0.520 -0.713 -0.250
C -4.0799 -2.9080 -3.7066 -0.146 -1.632 -0.400 -0.158
C 4.0661 2.3998 -1.0305 1.065 2.125 -1.108 -0.437
C -0.6008 3.7830 0.7894 -0.279 -0.261 0.936 -0.415
C 5.4887 2.4517 -0.3833 -1.039 -0.468 1.025 -0.387
H -2.4585 -0.0168 2.4337 0.139 -0.462 0.150 0.259
H 1.7087 3.4438 2.6768 0.913 -1.171 0.213 0.144
H 3.4927 0.6076 0.0602 -0.096 0.373 -0.719 0.249
H -4.5432 -5.0573 -3.5963 -0.295 0.646 -0.035 0.263
H 1.5771 5.0703 1.9558 0.110 -0.251 -0.103 0.239
H 1.5146 0.6286 1.6451 0.261 0.563 0.822 -0.191
H 2.4260 1.0429 -1.3073 -0.783 0.123 0.167 0.280
H -4.6377 -2.7147 -4.6170 0.016 -0.016 0.081 0.259
H -4.1556 -6.3741 -1.4832 0.374 0.333 0.595 0.265
H 0.3947 -2.2205 4.9059 0.060 0.148 0.085 0.280
H -0.8113 0.7575 -1.7711 -0.434 -0.532 -0.196 0.210
H -2.4181 1.4107 -3.6208 0.108 -0.951 0.542 0.273
H -0.9413 5.0428 2.4153 0.647 -0.264 0.161 0.263
H 1.2966 -3.3956 0.0323 -0.398 -0.103 0.133 0.246
H 3.7063 3.4623 -0.9752 -0.008 -0.814 -0.163 0.210
H 7.2630 3.6707 -0.2672 0.376 -0.027 0.000 0.244
H 5.3642 2.4517 0.7219 -0.021 -0.203 -0.342 0.184
H -1.6812 3.7406 0.6605 -0.029 0.034 -0.139 0.235
H 1.2721 4.8629 3.6285 0.014 -0.535 0.324 0.294
H 1.8541 -1.7510 0.2173 -0.147 0.220 0.147 0.205
H 1.0409 -2.2255 2.4442 -0.713 0.036 0.217 0.457
H 4.1935 2.2369 -2.1257 -0.102 -0.063 0.679 0.243
H 1.1586 -2.2655 -1.3039 -0.226 0.015 -0.034 0.241
H 5.7841 4.6442 -0.3927 0.254 -0.804 -0.009 0.209
H -0.2561 4.6396 0.2681 0.299 0.780 -0.825 0.228
H 6.3692 3.8105 -1.8328 0.276 -0.142 0.848 0.221
H -0.6395 1.6497 0.3355 0.628 0.439 0.002 0.219
H 0.2271 2.6696 -0.8957 -0.035 -0.026 0.216 0.258
H -1.7234 -4.5222 1.6275 -0.002 -0.043 -0.967 0.233
H 6.0205 1.5264 -0.6287 0.080 0.200 -0.021 0.221
H -0.8621 3.4056 2.9542 0.518 0.047 -0.198 0.209
H -3.1733 -6.4542 0.7957 0.318 0.713 0.052 0.278
H -3.9711 -0.3969 -4.5517 0.496 0.268 0.423 0.265